Here is a molecular structure, C55H64Cl2KN7O8P2S in a non-equilibrium geometry from the Open Molecules 2025 dataset. Energies are from ωB97M-V/def2-TZVPD.

- ΔE to the lowest compared entry with this formula, charge and spin (kJ/mol) = 34.9
- orbital gap (eV) = 4.547
- highest occupied orbital energy (eV) = -1.59
- net charge = -2

Geometry (Å):
K -0.71790 0.25086 -0.33160
Cl 1.45637 4.31969 -2.55235
Cl 1.64038 2.32716 -7.57636
S 5.15423 -4.42838 -1.37521
P -2.17395 -2.40653 0.79315
P 0.55536 0.77626 2.47329
O -2.61524 0.97074 1.01216
O 4.42848 -5.44852 -0.65374
O 4.37778 -1.97076 -4.71884
O -0.53443 -0.94114 -2.63195
O 5.22181 -3.07887 -0.87838
O 0.32226 1.66297 -1.87966
O 4.31764 0.10352 -4.11425
O -0.06013 7.79978 -0.83211
N -5.44956 6.37526 -0.33641
N -2.82168 1.80013 -1.58300
N 0.45394 -2.05786 2.11183
N -5.89815 5.29919 0.13356
N 3.97570 -1.05577 -3.99044
N 2.75299 -2.68333 -2.55171
N 1.90937 -1.27401 -1.05848
C 7.56371 -4.93259 -0.27227
C 4.17522 -2.10086 2.20915
C -3.68878 -1.53902 2.88347
C 4.54176 -4.40242 -3.03398
C 0.99078 0.82094 5.30779
C -3.10098 6.17736 0.47193
C -2.84381 2.28079 -2.80559
C -3.58998 3.41372 -3.16345
C -1.13482 -5.88837 2.84342
C 2.01923 -2.54071 -1.41662
C 3.35983 0.12116 2.51658
C -1.40249 1.00165 4.49618
C -1.77168 6.57093 0.39168
C -0.00380 0.43683 4.21885
C -4.32633 4.05424 -2.20483
C 2.87516 -2.57138 2.14781
C 3.17497 -1.39678 -2.87165
C -2.25559 7.73730 -1.65057
C -3.46659 1.83698 0.73841
C 0.58743 1.78455 -3.09333
C 1.45894 3.15424 -4.97338
C 0.89298 7.32606 0.10156
C -3.58456 7.36299 -1.54071
C 3.08608 -3.95927 -3.15694
C 0.01861 -5.46624 3.50634
C -2.88185 -4.57160 -1.13852
C -5.26950 3.37600 1.34484
C -4.02708 6.56755 -0.48959
C -4.69368 -3.57939 1.86645
C 1.36857 -3.65771 -0.68555
C -3.33356 -2.15126 -1.69047
C 6.81897 -5.00011 -1.60281
C 1.88823 2.80212 1.15680
C 2.63215 -0.55476 -1.94267
C -1.76457 -4.98192 2.00031
C 1.33008 2.47095 2.54799
C -4.45251 2.30860 1.65690
C 2.04327 -0.31069 2.43684
C -3.86786 -2.32676 1.58080
C 0.27994 3.52111 2.92122
C -1.34280 7.35064 -0.67776
C 4.44030 -0.75164 2.40859
C 0.37965 0.74774 -4.07771
C 1.15026 3.00316 -3.65394
C -4.31614 3.58499 -0.87439
C -2.43836 -3.12869 -0.91794
C -1.28560 -3.69205 1.76562
C -5.14732 4.11450 0.17043
C 0.54377 -4.21002 3.29280
C 0.71072 0.92667 -5.43239
C -0.04396 -3.28379 2.37727
C 1.76269 -1.70286 2.26359
C -3.53150 2.43830 -0.62089
C -0.17547 -0.55089 -3.72701
C 1.23281 2.10308 -5.87947
H -2.97255 -1.12269 -1.59696
H 2.85550 -3.91579 -4.21810
H 1.86762 7.63592 -0.26678
H -0.62209 3.40804 2.30916
H 0.53946 0.10959 -6.12645
H 4.61322 -5.43579 -3.38138
H 7.53169 -3.92279 0.13349
H -3.03674 -2.09048 3.57133
H 8.60543 -5.21698 -0.41896
H -3.58420 3.76375 -4.18864
H -2.24997 1.75502 -3.54835
H 2.59882 2.05580 0.79748
H 7.11911 -5.60850 0.45811
H -1.43622 -3.02949 -1.34953
H -4.65411 -1.39581 3.38206
H -1.90919 8.34254 -2.47933
H -3.24058 -0.56632 2.68824
H 3.56712 1.17728 2.64820
H 1.05278 1.90903 5.41904
H 0.69367 -4.22686 -1.33149
H 2.39661 3.77336 1.16862
H 0.79432 -3.21395 0.12625
H 1.43280 -3.90130 3.82750
H -2.05957 0.88170 3.63355
H 6.74670 -6.02010 -1.98278
H 2.44021 -4.69998 -2.69132
H -5.67508 -3.28014 2.25384
H 5.20056 -3.76104 -3.61528
H 0.67595 4.52942 2.74988
H 2.70612 0.52065 -1.90247
H 5.45708 -0.38091 2.45278
H 0.86684 6.23911 0.18418
H -1.85963 0.49174 5.35143
H -1.53902 -6.88238 2.99180
H 2.69935 -3.62560 1.97386
H 2.13815 2.50485 3.28500
H -1.36735 2.06676 4.73578
H -0.25889 -1.24145 -4.59582
H -3.89552 -4.74884 -0.77296
H 0.50907 -6.13273 4.21026
H -0.02009 3.45676 3.96714
H 1.87997 4.08787 -5.32413
H -4.30730 7.69051 -2.28018
H 4.99578 -2.79985 2.08205
H -2.88478 -4.79694 -2.21309
H 7.26789 -4.35493 -2.35969
H -2.21294 -5.28315 -0.65261
H 1.09025 2.86317 0.41050
H -3.33935 -2.39698 -2.75749
H -2.67782 -5.29581 1.51052
H 1.99219 0.44326 5.09033
H -3.41581 5.55701 1.30120
H -4.21689 -4.19346 2.63220
H 0.67860 0.41298 6.27622
H 0.72586 7.76069 1.09222
H -4.36617 -2.19253 -1.33055
H -4.42980 -1.69298 0.88627
H -1.08473 6.24533 1.15975
H -4.52016 1.81155 2.61753
H -4.86315 -4.20202 0.98683
H -5.99610 3.73638 2.06784
H 2.10630 -4.33928 -0.25549
H -0.09203 -0.65355 4.18662
H -4.93742 4.90756 -2.46797

These are the Löwdin partial charges, in e, on atoms 1 to 99: number 1, K, carries 0.5963; number 2, Cl, carries 0.6775; number 3, Cl, carries 0.5779; number 4, S, carries 0.6292; number 5, P, carries 1.0934; number 6, P, carries 1.0831; number 7, O, carries -0.1830; number 8, O, carries -0.3118; number 9, O, carries 0.0170; number 10, O, carries -0.0548; number 11, O, carries -0.2819; number 12, O, carries -0.1904; number 13, O, carries 0.0864; number 14, O, carries -0.0972; number 15, N, carries 0.0292; number 16, N, carries 0.1128; number 17, N, carries 0.0106; number 18, N, carries 0.0284; number 19, N, carries -0.3271; number 20, N, carries 0.0493; number 21, N, carries 0.1737; number 22, C, carries -0.1160; number 23, C, carries -0.1223; number 24, C, carries -0.1368; number 25, C, carries -0.2252; number 26, C, carries -0.1218; number 27, C, carries -0.0126; number 28, C, carries -0.1329; number 29, C, carries -0.0539; number 30, C, carries -0.1415; number 31, C, carries -0.3024; number 32, C, carries -0.1276; number 33, C, carries -0.1230; number 34, C, carries -0.0056; number 35, C, carries -0.5337; number 36, C, carries -0.0236; number 37, C, carries -0.0611; number 38, C, carries -0.1489; number 39, C, carries -0.0142; number 40, C, carries -0.3846; number 41, C, carries -0.4481; number 42, C, carries -0.1452; number 43, C, carries -0.0957; number 44, C, carries -0.0494; number 45, C, carries -0.1314; number 46, C, carries -0.1303; number 47, C, carries -0.1251; number 48, C, carries -0.0690; number 49, C, carries -0.3016; number 50, C, carries -0.1273; number 51, C, carries 0.0226; number 52, C, carries -0.1351; number 53, C, carries -0.3106; number 54, C, carries -0.1331; number 55, C, carries -0.0123; number 56, C, carries -0.1455; number 57, C, carries -0.5700; number 58, C, carries -0.0273; number 59, C, carries -0.3020; number 60, C, carries -0.5364; number 61, C, carries -0.1245; number 62, C, carries -0.2882; number 63, C, carries -0.1261; number 64, C, carries -0.1446; number 65, C, carries -0.5626; number 66, C, carries -0.1120; number 67, C, carries -0.5503; number 68, C, carries -0.2958; number 69, C, carries -0.2994; number 70, C, carries -0.0540; number 71, C, carries -0.0978; number 72, C, carries -0.3388; number 73, C, carries -0.3267; number 74, C, carries -0.1242; number 75, C, carries -0.2266; number 76, C, carries -0.6784; number 77, H, carries 0.0443; number 78, H, carries 0.1271; number 79, H, carries 0.0883; number 80, H, carries 0.0784; number 81, H, carries 0.1046; number 82, H, carries 0.1121; number 83, H, carries 0.0761; number 84, H, carries 0.0780; number 85, H, carries 0.0715; number 86, H, carries 0.0958; number 87, H, carries 0.1020; number 88, H, carries 0.0615; number 89, H, carries 0.0793; number 90, H, carries 0.0656; number 91, H, carries 0.0725; number 92, H, carries 0.1110; number 93, H, carries 0.0260; number 94, H, carries 0.0813; number 95, H, carries 0.0613; number 96, H, carries 0.0910; number 97, H, carries 0.0711; number 98, H, carries 0.0582; number 99, H, carries 0.0941